53
Properties=species:S:1:pos:R:3:forces:R:3:mulliken_charge:R:1 method="wB97M-V/def2-TZVPD" molar_mass_g_mol=381.32 orbital_gap_ha=0.073 lumo_energy_ev=5.764 total_charge=-3 fmax_ev_per_a=4.0
O 1.076 -0.700 1.111 -0.1742 -0.1120 -0.3850 -0.8666
V 1.550 0.500 0.151 3.8032 0.5258 -1.0528 1.5365
O 0.931 1.853 0.716 -0.1602 0.1263 -0.1865 -0.6517
O 4.002 -0.020 -3.704 -0.7570 -0.8393 0.6324 -0.8994
C 3.148 -1.082 -3.570 1.5316 2.0127 -1.6510 -0.7291
C 1.949 -1.022 -2.574 -0.2262 -0.2719 0.8845 -0.1665
O 1.488 0.213 -2.078 -0.0972 0.4074 2.0613 -0.5619
H 3.687 -2.046 -3.417 -0.0324 -0.4495 0.6699 0.1981
H 2.755 -1.240 -4.607 -1.0263 -0.4126 -0.2815 0.1999
H 2.163 -1.663 -1.701 0.2958 -0.1602 -0.1387 0.0967
H 1.110 -1.523 -3.102 -0.1302 -0.1292 -0.0451 0.1872
O 6.492 0.971 -0.475 -0.3491 0.6074 1.0128 -0.9963
C 5.568 1.996 -0.540 0.8802 -1.8975 -1.9649 -0.4363
C 4.327 1.977 0.409 0.6171 0.2493 0.6738 -0.2497
O 3.657 0.777 0.692 -2.8380 -0.6477 -1.1076 -0.5322
H 5.218 2.035 -1.592 -0.5104 0.1033 -0.0627 0.1002
H 6.119 2.958 -0.413 -0.5118 0.7207 0.5619 0.2655
H 3.589 2.738 0.113 0.2139 0.3138 -0.2280 0.1130
H 4.849 2.347 1.316 -0.5750 -0.1289 0.6474 0.2634
C -1.264 2.777 -1.313 -0.2768 0.9649 -0.9691 -1.4588
C -1.895 1.418 -1.600 1.3773 0.3834 1.7468 0.2582
C -2.160 1.212 -3.079 -0.0066 -0.2265 0.5347 -0.5563
O -3.008 2.256 -3.563 -0.2484 -0.1680 -0.2495 -0.2705
C -3.697 1.922 -4.744 0.2848 -0.1559 0.5136 -0.7772
N -0.979 0.398 -1.017 -1.0681 -0.4070 -1.2647 -0.1630
H -1.862 3.563 -1.794 -0.2109 -0.0092 0.1213 0.4037
H -0.290 2.884 -1.797 0.1679 -0.4160 0.2144 0.2632
H -1.152 3.041 -0.265 0.0439 -0.4565 0.0929 0.2748
H -2.794 1.339 -0.982 -0.4665 0.1255 -0.4941 0.2529
H -2.593 0.203 -3.120 -0.4729 0.1205 -0.5694 0.3352
H -1.230 1.189 -3.652 0.1756 0.0623 0.0924 0.3600
H -4.287 2.784 -5.052 -0.0939 0.0163 0.0962 0.2333
H -4.345 1.067 -4.524 -0.1981 -0.0548 -0.3363 0.3061
H -3.027 1.663 -5.572 0.1239 -0.0882 0.0237 0.2921
H -1.501 -0.459 -0.843 -0.0202 0.0275 0.1163 0.2132
H -0.307 0.141 -1.760 0.7590 0.1779 0.3788 0.2126
C -0.433 -2.867 5.319 1.0946 0.2947 0.2039 -1.4423
C -1.836 -2.872 4.765 -0.1437 -0.5361 -0.1528 0.6961
C -2.055 -2.055 3.485 0.1590 0.4517 1.4009 -0.6205
O -1.684 -0.733 3.807 0.1234 -0.1021 -0.4834 -0.3719
C -1.761 0.113 2.660 0.3628 -0.0565 -0.0271 -0.7208
N -2.265 -4.256 4.600 -0.5085 -0.6154 0.4321 -0.7014
H 0.317 -3.355 4.689 -0.2936 0.0108 -0.3841 0.3417
H -0.336 -3.376 6.283 -0.4841 -0.0760 0.0258 0.3736
H -0.048 -1.859 5.478 -0.2306 0.0918 -0.1779 0.3513
H -2.489 -2.449 5.536 -0.0137 0.1649 -0.0532 0.1198
H -3.138 -2.070 3.289 -0.0760 -0.1977 -0.3463 0.2761
H -1.509 -2.482 2.639 0.1601 0.1818 -0.0785 0.3230
H -2.814 0.339 2.454 0.0035 0.0528 -0.1903 0.3161
H -1.256 -0.358 1.816 -0.1083 0.0137 -0.1755 0.2583
H -1.193 1.025 2.833 -0.1238 0.0034 0.2256 0.2728
H -3.171 -4.340 4.160 0.0614 0.0843 -0.1143 0.2297
H -1.615 -4.870 4.132 0.1938 0.3198 -0.1930 0.2481